No. 1
This record from the OMol25 dataset describes C34H41ClIrN5OS2Si2 as an isolated structure. The level of theory is ωB97M-V/def2-TZVPD.

Its multiplicity is 6. The calculation puts the gap between HOMO and LUMO (alpha / beta) at 6.43 / 5.64 eV. The calculation puts the max |F| at 0.0137 Eh/bohr. The total charge is +1.

Cartesian coordinates (Å):
1 Ir 0.89363 -0.22950 0.23726
2 Cl 6.93297 -2.55098 3.74992
3 C 5.35410 -2.05651 3.23007
4 C 4.60435 -1.18237 4.03480
5 C 3.35066 -0.78992 3.64802
6 C 2.78777 -1.23451 2.43080
7 O 1.56975 -0.87010 2.13751
8 C 3.56755 -2.08795 1.61893
9 C 3.11136 -2.57388 0.35406
10 N 2.13318 -2.07787 -0.31198
11 C 1.77766 -2.59543 -1.58152
12 C 2.58910 -3.29012 -2.42375
13 C 2.10102 -3.77000 -3.66192
14 C 0.80987 -3.54503 -4.02936
15 C -0.04398 -2.79127 -3.18648
16 C -1.38995 -2.50729 -3.50832
17 C -2.14275 -1.76316 -2.65504
18 C -1.54292 -1.25053 -1.48905
19 N -0.29498 -1.48534 -1.15667
20 C 0.45727 -2.29032 -1.97857
21 C 4.83946 -2.51284 2.05328
22 H 5.02958 -0.82990 4.96617
23 H 2.75146 -0.12917 4.26227
24 H 3.66337 -3.41892 -0.06266
25 H 3.62298 -3.47180 -2.15773
26 H 2.76331 -4.32510 -4.31238
27 H 0.42329 -3.92727 -4.96625
28 H -1.80797 -2.89007 -4.43306
29 H -3.18044 -1.53540 -2.85696
30 H -2.11042 -0.61423 -0.82287
31 H 5.41994 -3.19180 1.43899
32 S 4.62903 2.41339 0.44159
33 C 4.91739 1.25536 -0.78184
34 C 3.84891 0.43878 -0.97651
35 C 2.74081 0.75998 -0.12676
36 C 3.03582 1.82776 0.67400
37 C 2.08649 2.37178 1.64448
38 C 2.35091 3.46028 2.47049
39 C 1.39912 3.86619 3.38290
40 C 0.20152 3.16872 3.46336
41 C 0.01031 2.10455 2.60793
42 N 0.91533 1.72022 1.70271
43 H 5.86734 1.24129 -1.29650
44 H 3.83889 -0.33895 -1.73087
45 H 3.30055 3.97419 2.39185
46 H 1.58914 4.71216 4.03171
47 H -0.56809 3.43830 4.17409
48 H -0.90384 1.52647 2.65004
49 C -2.07635 2.15275 -4.88881
50 N -1.04309 1.83828 -3.91967
51 C 0.04477 1.09226 -4.15890
52 N 0.13665 0.57470 -5.40635
53 S 1.21506 0.80019 -2.97283
54 H -2.84048 2.74798 -4.39642
55 H -2.54999 1.24675 -5.27202
56 H -1.68847 2.73730 -5.72637
57 H -1.07125 2.25767 -3.00555
58 H -0.40325 0.94172 -6.17043
59 H 1.00657 0.12023 -5.62680
60 C -3.75825 -0.23233 3.74961
61 Si -2.98597 -0.99906 2.25100
62 C -1.62589 -2.15662 2.72936
63 C -4.29349 -1.89213 1.27958
64 C -2.25183 0.33615 1.16282
65 Si -2.98466 1.89591 0.44155
66 C -1.64638 2.97698 -0.27653
67 C -3.90760 2.80948 1.76180
68 C -4.17417 1.43832 -0.91590
69 H -4.14998 -1.02260 4.39802
70 H -4.59089 0.42188 3.48016
71 H -3.03972 0.35223 4.33225
72 H -2.00011 -2.97154 3.35587
73 H -0.83874 -1.63153 3.27971
74 H -1.15955 -2.60027 1.84212
75 H -4.77619 -2.64606 1.90987
76 H -3.87911 -2.40311 0.40472
77 H -5.06840 -1.19939 0.93815
78 H -1.18642 0.13942 0.92155
79 H -1.23731 3.66517 0.46843
80 H -2.05257 3.58622 -1.09202
81 H -0.80894 2.38143 -0.65934
82 H -3.31776 2.92546 2.67589
83 H -4.83433 2.29027 2.02143
84 H -4.17438 3.80794 1.40083
85 H -3.65033 1.16793 -1.83987
86 H -4.81758 2.29668 -1.13537
87 H -4.81948 0.60147 -0.63177

Mulliken population analysis, charges in e, atoms 1 to 8:
1. Ir 1.953
2. Cl -0.213
3. C 0.000
4. C -0.710
5. C -0.468
6. C -0.136
7. O -0.758
8. C 0.779

No. 2
This record from the OMol25 dataset describes C33H33As2F6N3Sr as an isolated structure. The level of theory is ωB97M-V/def2-TZVPD.

Its multiplicity is 2. The calculation puts the gap between HOMO and LUMO (alpha / beta) at 7.83 / 5.10 eV. The calculation puts the max |F| at 0.0296 Eh/bohr. The total charge is +1.

Cartesian coordinates (Å):
1 Sr 0.35653 -0.20602 2.23230
2 C -2.72701 -3.00033 -1.07738
3 C -1.65222 -1.93421 -1.24934
4 C -2.22966 -0.54593 -1.22931
5 C -2.55384 0.10275 -2.41143
6 C -3.17391 1.34593 -2.39008
7 C -3.48778 1.94310 -1.18463
8 C -3.19212 1.32801 0.03654
9 C -3.52005 2.07466 1.30632
10 C -5.01633 2.10091 1.60675
11 C -2.56731 0.08435 -0.02721
12 N -2.14490 -0.57595 1.18568
13 C -3.03605 -0.98640 2.00463
14 C -2.62559 -1.56323 3.27083
15 C -3.48759 -2.09969 4.27870
16 C -2.68100 -2.46081 5.30896
17 C -1.32778 -2.12501 4.87774
18 N -1.30554 -1.60553 3.66623
19 H -2.31342 -4.00483 -1.17066
20 H -3.50184 -2.88928 -1.83727
21 H -3.22088 -2.93633 -0.10521
22 H -1.13034 -2.08776 -2.19260
23 H -0.88694 -2.04195 -0.47131
24 H -2.30758 -0.37750 -3.35110
25 H -3.40611 1.85098 -3.31825
26 H -3.95666 2.91959 -1.17220
27 H -3.14782 3.09592 1.19683
28 H -2.97963 1.66774 2.16398
29 H -5.58130 2.48928 0.75909
30 H -5.23543 2.72941 2.46911
31 H -5.40462 1.10131 1.81149
32 H -4.10406 -0.92100 1.79284
33 H -4.55945 -2.17897 4.19935
34 H -2.94012 -2.89897 6.25786
35 H -0.42242 -2.25306 5.45420
36 F 2.31425 1.18474 2.43210
37 As 1.60083 2.24658 3.69151
38 F 2.10289 3.61333 2.80245
39 F 0.11194 2.15440 2.70932
40 F 0.75499 3.11726 4.88045
41 F 1.01406 0.70250 4.41390
42 F 3.03932 2.12257 4.59442
43 N 2.35787 -1.88706 2.96005
44 H 2.81618 -1.27358 3.63236
45 H 3.06574 -2.09193 2.25997
46 H 2.19540 -2.75797 3.45666
47 C 6.65719 0.43343 -0.86815
48 C 5.83971 1.23380 -0.08205
49 C 4.47681 0.99277 -0.03187
50 C 3.92496 -0.04572 -0.78298
51 C 4.74256 -0.84562 -1.56785
52 C 6.11039 -0.60456 -1.60574
53 As 2.01202 -0.31653 -0.65908
54 C 1.60075 -1.27446 -2.27356
55 C 1.73806 -2.63102 -2.51562
56 C 1.31115 -3.15323 -3.72985
57 C 0.73904 -2.31962 -4.68441
58 C 0.58861 -0.96334 -4.43834
59 C 1.01786 -0.42947 -3.22743
60 C 0.86460 0.98114 -2.81423
61 C 0.31359 1.99775 -3.58556
62 C 0.20312 3.27431 -3.05498
63 C 0.63149 3.54770 -1.76186
64 C 1.18605 2.54184 -0.98076
65 C 1.30514 1.27049 -1.51746
66 H 7.72147 0.62303 -0.90722
67 H 6.26231 2.04772 0.49194
68 H 3.84050 1.61850 0.58285
69 H 4.32889 -1.64553 -2.16962
70 H 6.74560 -1.22561 -2.22301
71 H 2.16978 -3.29633 -1.77667
72 H 1.41971 -4.21009 -3.93272
73 H 0.40613 -2.73164 -5.62758
74 H 0.13535 -0.33222 -5.19171
75 H -0.02965 1.80859 -4.59432
76 H -0.22249 4.06536 -3.65815
77 H 0.53603 4.54875 -1.36276
78 H 1.52053 2.76776 0.02616

Mulliken population analysis, charges in e, atoms 1 to 8:
1. Sr 1.897
2. C -1.430
3. C -0.104
4. C 0.825
5. C -0.441
6. C -1.305
7. C -0.494
8. C 0.574

No. 3
This record from the OMol25 dataset describes C12H15BF5NNaO6PS as an isolated structure. The level of theory is ωB97M-V/def2-TZVPD.

Its multiplicity is 1. The calculation puts the gap between HOMO and LUMO at 5.75 eV. The calculation puts the max |F| at 0.0424 Eh/bohr. The total charge is 0.

Cartesian coordinates (Å):
1 C -3.37413 -0.62585 0.91872
2 P -1.83487 -1.45467 1.55204
3 O -1.33597 -0.54705 2.86532
4 B -0.58294 -1.07035 0.02841
5 C 0.30303 -2.42663 -0.04121
6 O 1.55728 -2.31265 -0.74495
7 C 2.63000 -1.95956 0.02291
8 C 3.02096 -2.72326 1.11953
9 C 4.11189 -2.37083 1.89407
10 C 4.84240 -1.23264 1.57029
11 C 4.47546 -0.49218 0.45668
12 C 3.38168 -0.84336 -0.32006
13 O 0.18361 0.18306 0.18408
14 C 0.36407 0.67631 -1.09453
15 C -0.99053 0.39472 -1.78830
16 N -0.97548 0.19740 -3.21023
17 S -2.17644 1.88989 -1.59105
18 O -1.89098 2.82430 -2.64052
19 O -3.56784 1.41587 -1.61954
20 C -2.03232 2.80867 0.03208
21 F -3.11043 3.58625 0.13192
22 F -2.07142 1.95255 1.03579
23 C -0.74505 3.69333 0.22675
24 F 0.14760 3.05315 0.92757
25 F -1.09917 4.77598 0.90965
26 F -0.22973 4.08510 -0.91563
27 O -1.38637 -0.77143 -1.21052
28 H -4.10827 -1.40236 0.67529
29 H -3.11121 -0.03577 0.05422
30 H -3.75401 0.04391 1.68798
31 H -1.81356 -0.90683 3.61478
32 H 0.46106 -2.76076 0.98383
33 H -0.28447 -3.21670 -0.50567
34 H 2.42924 -3.59263 1.35757
35 H 4.36465 -2.98170 2.74353
36 H 5.67739 -0.94960 2.18866
37 H 5.03619 0.38792 0.18505
38 H 3.13077 -0.22880 -1.16567
39 H 1.06275 0.11923 -1.72871
40 H 0.72352 1.70327 -1.10878
41 H -0.43483 0.91398 -3.67917
42 H -1.92205 0.20696 -3.56984
43 Na -5.07147 -0.00624 -0.43233

Mulliken population analysis, charges in e, atoms 1 to 8:
1. C -0.616
2. P -0.653
3. O -0.419
4. B 1.414
5. C -0.922
6. O -0.509
7. C 0.489
8. C -0.231

No. 4
This record from the OMol25 dataset describes C25H20F6N3O7PS3V as an isolated structure. The level of theory is ωB97M-V/def2-TZVPD.

Its multiplicity is 4. The calculation puts the gap between HOMO and LUMO (alpha / beta) at 8.26 / 9.16 eV. The calculation puts the max |F| at 0.0149 Eh/bohr. The total charge is 0. For the energy above the lowest of the compared OMol25 structures with the same formula, charge and spin, the calculation gives 0.525 eV.

Cartesian coordinates (Å):
1 V 0.03880 0.19859 -0.05791
2 O 2.18759 2.90410 -1.89777
3 S 1.03613 2.16410 -1.50688
4 O 1.01141 0.71723 -1.87110
5 O 0.72592 2.17650 -0.04068
6 C -0.40086 2.89964 -2.25362
7 C -0.16548 3.93505 -3.14500
8 C -1.23440 4.61967 -3.70710
9 C -2.52982 4.28346 -3.35838
10 C -2.75753 3.24857 -2.46224
11 C -1.70825 2.52523 -1.90835
12 P -2.10634 1.17885 -0.71082
13 C -3.38397 0.17161 -1.49762
14 C -3.68811 0.20601 -2.85158
15 C -4.57847 -0.71500 -3.38546
16 C -5.15527 -1.68214 -2.57797
17 C -4.83897 -1.73630 -1.22673
18 C -3.95328 -0.81602 -0.69326
19 C -2.97226 2.15129 0.58004
20 C -2.18152 2.95266 1.40577
21 C -2.76343 3.73150 2.39186
22 C -4.14199 3.71680 2.57125
23 C -4.93165 2.92574 1.75191
24 C -4.35098 2.14788 0.75737
25 H 0.85316 4.20655 -3.38111
26 H -1.04821 5.42563 -4.40430
27 H -3.36674 4.82663 -3.77668
28 H -3.77554 2.99856 -2.18684
29 H -3.21377 0.92435 -3.50628
30 H -4.80291 -0.68648 -4.44333
31 H -5.83459 -2.40868 -3.00372
32 H -5.26195 -2.50354 -0.59236
33 H -3.69376 -0.88541 0.35750
34 H -1.10499 2.97686 1.27475
35 H -2.13819 4.35175 3.02077
36 H -4.59680 4.32320 3.34338
37 H -6.00629 2.91262 1.87910
38 H -4.98413 1.54319 0.12133
39 N 2.15708 -0.49850 1.25025
40 C 1.33378 -0.16288 2.31961
41 C 1.79829 0.05077 3.61769
42 C 0.88390 0.37098 4.59423
43 C -0.47161 0.45984 4.28335
44 C -0.84210 0.25847 2.97582
45 N 0.04240 -0.01609 2.00573
46 H 3.13385 -0.62116 1.46162
47 H 1.83451 -1.23751 0.62892
48 H 2.85105 -0.05613 3.83918
49 H 1.22055 0.53572 5.60958
50 H -1.21692 0.68812 5.02974
51 H -1.87487 0.33974 2.66095
52 F 2.27322 -2.37539 -1.79128
53 C 1.29372 -2.75948 -2.61258
54 F 1.39210 -2.07080 -3.74218
55 F 1.43084 -4.04811 -2.87688
56 S -0.39137 -2.41917 -1.84032
57 O -0.03708 -1.83959 -0.50985
58 O -1.05069 -1.52672 -2.73823
59 N -1.12866 -3.77472 -1.71063
60 S -0.83253 -4.79814 -0.50501
61 O 0.56234 -4.90497 -0.19183
62 O -1.64521 -5.94724 -0.73847
63 C -1.59453 -4.00859 1.01498
64 F -2.26442 -4.93146 1.70481
65 F -2.45271 -3.03420 0.67758
66 F -0.65684 -3.49103 1.81252

Mulliken population analysis, charges in e, atoms 1 to 8:
1. V 0.381
2. O -0.707
3. S 1.414
4. O -0.662
5. O -0.623
6. C -0.235
7. C -0.598
8. C -0.646